No. 1
{"formula": "C4H5N3", "method": "ωB97M-V/def2-TZVPD", "species": ["H", "N", "N", "C", "C", "C", "C", "N", "H", "H", "H", "H"], "xyz": [[0.261, 3.537, -0.721], [0.049, 2.570, -0.995], [-0.348, 1.928, -0.005], [-0.605, 0.564, -0.260], [0.848, -0.284, 0.407], [0.718, -1.428, 1.047], [2.016, 0.403, 0.058], [2.940, 1.008, -0.252], [-0.635, 0.275, -1.311], [-1.426, 0.196, 0.343], [-0.244, -1.871, 1.236], [1.582, -1.968, 1.407]], "forces_ev_per_a": [[-0.1, -0.1, 0.4], [-0.3, -0.9, 0.1], [0.3, 1.9, -0.2], [3.0, -2.5, 1.0], [-3.9, 1.4, -1.4], [0.3, -0.1, 0.1], [0.7, 0.0, 0.1], [0.3, 0.2, -0.1], [-0.1, 0.1, 0.0], [-0.1, 0.0, 0.0], [-0.2, 0.0, 0.0], [0.1, 0.0, 0.0]], "homo_lumo_gap_ev": 9.7, "multiplicity": 1, "lumo_ev": 0.2, "smiles": "[H]/N=N/CC(=C)C#N", "homo_energy_ha": -0.351}



No. 2
{"formula": "C4H7NO", "method": "ωB97M-V/def2-TZVPD", "species": ["C", "C", "C", "O", "H", "H", "H", "H", "C", "N", "H", "H", "H"], "xyz": [[1.692, 1.529, -1.171], [0.717, 0.537, -0.591], [1.038, -0.378, 0.296], [1.345, -1.172, 1.102], [1.640, 1.519, -2.266], [2.723, 1.294, -0.890], [1.477, 2.551, -0.837], [-0.320, 0.519, -0.904], [-1.956, -1.293, 1.431], [-1.715, -1.353, 0.187], [-1.126, -1.418, 2.130], [-2.946, -1.115, 1.867], [-2.571, -1.221, -0.356]], "forces_ev_per_a": [[0.1, 0.1, 0.0], [0.0, -0.2, 0.1], [0.2, -0.4, 0.4], [-0.2, 0.7, -0.7], [0.0, 0.0, 0.2], [-0.2, 0.0, 0.0], [0.0, -0.2, 0.0], [0.1, 0.0, 0.0], [0.1, 0.0, -0.1], [-0.3, 0.0, 0.4], [-0.1, 0.0, -0.1], [0.1, -0.1, -0.1], [0.1, 0.0, 0.1]], "homo_lumo_gap_ev": 9.4, "multiplicity": 1, "lumo_ev": 0.9, "smiles": "CC=C=O.C=N", "homo_energy_ha": -0.311}



No. 3
{"formula": "C4H12N2O2", "method": "ωB97M-V/def2-TZVPD", "species": ["C", "N", "C", "C", "C", "N", "O", "H", "H", "H", "H", "H", "H", "H", "H", "H", "H", "H", "H", "O"], "xyz": [[0.485, 2.132, 0.772], [0.406, 0.666, 0.534], [0.928, -0.007, 1.749], [-0.930, 0.216, 0.101], [-1.064, -1.300, 0.185], [-0.032, -1.970, -0.448], [-1.887, -1.917, 0.802], [0.144, 2.411, 1.770], [1.513, 2.428, 0.586], [-0.196, 2.637, 0.084], [1.917, 0.436, 1.940], [1.131, -1.050, 1.582], [0.296, 0.257, 2.597], [-1.047, 0.575, -0.931], [-1.644, 0.700, 0.790], [-0.097, -2.963, -0.548], [0.591, -1.451, -1.059], [0.204, 0.130, -3.605], [-0.805, -1.130, -3.538], [0.087, -0.801, -3.363]], "forces_ev_per_a": [[-0.1, -0.1, -1.8], [-1.9, 1.0, 3.6], [2.1, 0.4, -1.0], [0.6, -0.2, -0.6], [1.6, -2.0, -0.7], [-0.2, 1.7, 0.0], [-0.8, 0.9, 0.3], [0.3, -0.5, 0.2], [0.1, 0.2, 0.2], [0.3, 0.0, -0.1], [-0.3, 0.0, 0.1], [-0.6, -0.4, 0.1], [-0.3, -0.3, -0.1], [-0.3, -0.1, 0.2], [0.1, 0.0, -0.3], [0.0, -0.3, 0.0], [-0.3, -0.5, -0.2], [-0.6, -0.5, -0.3], [0.2, 0.6, -0.3], [0.4, 0.0, 0.6]], "charge": 1, "homo_lumo_gap_ev": [11.1, 6.1], "multiplicity": 2, "s_squared": 0.75, "lumo_ev": [-3.1, -8.1], "homo_energy_ha": [-0.522, -0.522]}



No. 4
{"formula": "C9H18N3", "method": "ωB97M-V/def2-TZVPD", "species": ["C", "C", "C", "C", "C", "C", "C", "C", "C", "N", "N", "N", "H", "H", "H", "H", "H", "H", "H", "H", "H", "H", "H", "H", "H", "H", "H", "H", "H", "H"], "xyz": [[2.777, -1.385, -0.427], [3.058, -0.281, 0.341], [0.857, -0.420, -0.081], [4.311, 0.249, 0.878], [-0.437, 2.424, -0.420], [-2.918, -0.850, -0.605], [-1.707, -1.521, 1.430], [-0.989, 1.231, 0.430], [-1.493, -1.159, -0.048], [1.460, -1.447, -0.712], [1.766, 0.324, 0.545], [-0.676, 0.054, -0.247], [3.550, -1.922, -0.963], [4.276, 1.235, 1.301], [4.682, -0.472, 1.704], [5.189, 0.388, 0.117], [-0.722, 2.293, -1.460], [-0.931, 3.421, -0.197], [0.564, 2.569, -0.287], [-3.407, -0.246, 0.086], [-3.036, -0.458, -1.579], [-3.382, -1.764, -0.678], [-0.720, -1.837, 1.822], [-2.360, -2.373, 1.511], [-2.008, -0.768, 2.082], [-0.591, 1.231, 1.449], [-2.025, 1.137, 0.518], [-1.074, -1.959, -0.616], [0.955, -2.243, -1.128], [1.774, 1.244, 0.960]], "forces_ev_per_a": [[1.1, -0.3, -1.1], [-3.1, 1.4, 0.1], [-9.3, 2.1, 1.2], [2.8, -1.0, 0.2], [-4.4, 1.0, 0.4], [2.2, -0.3, 0.0], [2.7, -1.8, -0.9], [1.3, 1.8, -0.3], [-2.7, 2.2, -0.2], [0.9, -3.1, -2.8], [6.4, 1.9, 1.8], [6.6, -4.7, -0.2], [-0.3, -0.5, 0.3], [-0.7, 0.4, 0.4], [-0.4, 1.2, -1.3], [-1.8, -0.8, 1.0], [0.4, -0.4, -0.1], [0.5, -1.2, 0.3], [2.8, 0.2, 0.1], [-1.2, 1.0, 1.1], [0.6, 0.8, -1.1], [-1.4, -2.2, 0.2], [-0.4, 0.0, 0.0], [-0.4, -0.2, 0.0], [-0.9, 1.6, 0.7], [0.1, 0.1, 0.1], [-1.8, 1.0, 0.2], [0.5, -0.6, -0.2], [0.7, 0.7, 0.5], [-0.8, -0.2, -0.2]], "charge": 1, "homo_lumo_gap_ev": [6.2, 5.6], "multiplicity": 3, "s_squared": 2.01, "lumo_ev": [-2.4, -6.9], "homo_energy_ha": [-0.317, -0.458]}



Respective energy above the lowest of the compared OMol25 structures with the same formula, charge and spin values: 86.6, 56.7, 32.2, 19.5 kcal/mol.